Record 1
{
  "formula": "C30H62BrF2N5O6P",
  "method": "ωB97M-V/def2-TZVPD",
  "species": ["C", "H", "C", "H", "N", "H", "O", "H", "Br", "H", "C", "H", "H", "H", "C", "H", "H", "H", "N", "H", "C", "F", "H", "O", "H", "O", "C", "H", "H", "H", "F", "H", "H", "H", "H", "H", "H", "C", "P", "O", "H", "C", "H", "C", "H", "C", "N", "H", "H", "H", "C", "H", "C", "H", "C", "C", "H", "H", "H", "C", "H", "H", "N", "H", "C", "H", "C", "H", "H", "H", "H", "H", "C", "C", "H", "H", "C", "C", "H", "H", "H", "H", "H", "H", "C", "H", "C", "C", "H", "H", "H", "H", "C", "C", "C", "H", "H", "H", "C", "C", "H", "H", "O", "O", "C", "N", "H"],
  "xyz": [[1.8185, 7.1310, -5.5740], [-2.7439, -4.0251, 5.2791], [4.5453, -0.0235, -1.5015], [-3.7461, -2.3044, 4.2079], [0.4746, 1.5399, 0.0578], [-2.7833, -5.7360, 5.5061], [-0.6767, 0.6191, -3.7902], [3.3592, -6.3832, 3.5954], [3.0901, 3.0370, -1.0950], [-2.4733, 8.4659, -8.7286], [-0.1847, -5.7994, 1.4489], [-4.1650, -4.2332, 1.8808], [-5.1424, -5.7082, 6.0944], [0.5796, -0.5994, 2.0777], [2.1187, 1.3791, -1.5820], [2.1852, -1.3002, -1.9244], [-2.5948, 6.9788, -6.6870], [0.8774, 6.8254, -7.4510], [-0.6176, 7.2593, -6.0734], [0.3438, 1.1243, 2.3982], [-4.6477, -4.7522, 5.9304], [3.9774, -1.9564, 0.6857], [3.9640, -5.9633, 1.9809], [-2.2387, 1.0514, -1.5529], [-4.1360, -1.9154, 2.5380], [5.0929, -0.3184, 1.5035], [-3.8876, -6.4214, 3.2306], [-0.8749, -5.7901, 0.5775], [-1.4922, 4.7864, -3.3815], [3.2261, -3.8363, 2.0544], [4.6225, -1.3450, -1.8529], [1.3544, -7.2314, 2.7726], [-0.9195, 9.0794, -8.1805], [2.5887, -2.6283, 5.9596], [1.7946, -1.7827, -0.3500], [4.1546, -3.2620, 4.0670], [-5.3618, -4.0634, 5.4761], [4.3366, -0.6520, 0.7085], [-0.7248, 0.6160, -2.1239], [0.3175, 3.1931, -1.6075], [3.4134, -1.4863, 2.9726], [2.1426, -2.9625, 5.0007], [-0.2617, -4.7860, 1.9153], [2.6767, -4.3823, 2.8560], [-0.8289, 9.8311, -3.7834], [-1.1878, 3.7302, -3.5316], [-3.5082, -5.0787, 3.6620], [-1.6648, 9.9621, -5.3165], [-1.1794, 3.5313, -4.6230], [-1.3915, 6.5462, -7.8591], [-4.2161, -4.0265, 2.9539], [0.0892, 0.1030, -4.0934], [-0.8264, 9.4784, -4.8177], [0.8044, 2.7512, -3.6010], [3.1934, -3.8037, 4.2180], [2.8054, -0.8364, 3.6272], [1.7071, 6.1085, -5.2037], [-1.9272, 3.0601, -3.0567], [-2.0958, 1.7450, -0.8806], [0.7281, 7.4704, -6.5804], [-4.3964, -4.3540, 6.9164], [1.2486, -3.6030, 5.1395], [1.7970, -1.0237, -1.0273], [1.8161, 7.8123, -4.7209], [3.0729, -5.8921, 2.6430], [-5.5342, -7.7795, 2.9195], [0.6106, 1.8445, -1.3962], [-3.2067, -7.1504, 3.6808], [2.7981, 7.2104, -6.0486], [0.8779, 8.5021, -6.9292], [2.2552, 1.0372, -2.6307], [1.6018, -4.2012, 2.6669], [0.2664, 3.5360, -3.0211], [-1.6407, 7.3070, -7.1111], [2.4350, -7.5627, 1.4033], [0.9481, -1.0936, 4.8346], [1.6478, -1.6954, 4.2082], [-3.3693, -4.9059, 5.1011], [1.0303, -2.1093, 3.3707], [-6.0581, -6.1202, 3.1718], [-5.4992, -7.1044, 4.5353], [-5.2840, -4.0024, 3.2148], [0.1004, 9.8268, -5.2758], [-2.3845, 9.3568, -7.2230], [-0.9547, 7.9525, -4.8373], [-0.3236, 7.5507, -4.0371], [1.3242, 0.7123, 0.5512], [1.9390, -6.7378, 1.9685], [-1.9712, 7.6812, -4.5359], [3.4673, -0.5608, 4.4822], [2.0924, 1.2135, 3.7802], [3.1630, 1.0053, 2.3967], [-5.3287, -6.8679, 3.4857], [2.3561, 0.1946, -0.5172], [-3.6266, -2.6406, 3.1762], [-0.5753, -6.5559, 2.1581], [-3.6983, -6.4938, 2.1534], [0.8713, 4.4575, -3.1585], [2.3547, 0.4987, 2.9696], [1.0950, 0.3867, 2.0361], [-0.2991, 1.9886, 0.5446], [3.4526, -4.6707, 4.8665], [1.1557, -6.0165, 1.0226], [5.0740, 0.7348, -2.1763], [-1.8559, 8.6335, -7.8430], [3.8342, 0.3099, -0.2661], [-2.5628, -2.6213, 2.9244]],
  "forces_ev_per_a": [[0.011, 0.074, 0.079], [-0.047, 0.030, -0.104], [-0.407, -1.385, 0.698], [0.037, -0.005, -0.026], [0.462, 0.544, -1.775], [-0.064, -0.090, -0.208], [-0.326, 1.600, 0.765], [-0.255, 0.290, -0.451], [0.163, -0.884, -0.484], [0.030, -0.016, 0.024], [-0.596, 0.835, -0.147], [-0.002, -0.221, 0.066], [-0.083, 0.062, -0.065], [0.521, 0.412, 0.022], [-1.498, 0.434, -0.251], [-0.067, -0.157, 0.293], [0.085, 0.052, 0.151], [-0.231, 0.035, -0.031], [-0.336, -0.311, 0.041], [0.359, -0.538, -0.373], [0.008, -0.060, 0.191], [-0.847, 0.660, -0.907], [-0.476, 0.241, 0.496], [1.751, 1.343, -0.631], [-0.024, -0.043, 0.016], [2.168, 0.992, 2.149], [-0.015, -0.028, -0.227], [0.628, -0.094, 0.329], [0.061, -0.684, -0.016], [-0.667, -0.214, 0.391], [-0.647, 0.393, 1.034], [-0.175, 0.474, -0.578], [-0.004, -0.014, 0.033], [-0.448, -0.368, -0.354], [0.089, 0.011, -0.333], [-0.690, -0.198, 0.134], [0.022, -0.023, -0.030], [-0.623, -0.422, -0.640], [0.420, -4.168, 0.218], [0.198, -0.510, 0.415], [-0.367, 0.492, 0.185], [0.267, 0.690, -0.846], [-0.127, -0.698, -0.057], [1.253, 0.011, -0.298], [0.013, -0.014, -0.023], [0.606, 0.361, -0.234], [0.310, -0.377, -0.126], [0.093, 0.027, -0.074], [-0.153, 0.150, 0.622], [0.140, 0.018, 0.071], [-0.051, 0.110, 0.097], [-0.439, -0.073, 0.223], [-0.121, 0.107, 0.157], [-0.478, 0.406, 0.365], [-0.257, -0.552, 0.257], [-0.029, -0.055, 0.765], [-0.057, 0.029, -0.005], [0.475, 0.288, -0.230], [-0.689, 0.069, -0.474], [0.113, 0.100, 0.100], [0.002, 0.000, -0.032], [0.520, 0.341, 0.377], [0.357, 0.447, 0.588], [0.003, -0.040, -0.004], [-0.417, 0.152, -0.589], [0.016, 0.036, 0.000], [-0.686, 0.479, -0.177], [0.024, 0.154, 0.135], [-0.040, 0.010, 0.001], [0.097, 0.008, -0.033], [0.511, 0.412, 0.687], [0.496, -0.241, 0.392], [-0.014, 0.052, -0.703], [-0.010, -0.142, -0.227], [-0.372, 0.469, 0.388], [0.550, -0.315, -0.313], [-0.151, -0.537, -0.357], [0.065, 0.316, 0.151], [0.352, 0.400, 0.467], [0.031, 0.008, 0.019], [-0.051, 0.071, -0.021], [-0.046, 0.089, -0.055], [-0.016, -0.041, -0.018], [0.081, 0.035, -0.017], [0.244, 0.035, 0.218], [0.096, -0.008, -0.096], [-0.071, -0.116, 2.189], [1.205, -0.652, 0.185], [-0.018, -0.068, -0.253], [-0.270, -0.155, -0.641], [0.075, -0.486, -0.533], [-0.303, -0.415, 0.506], [-0.037, -0.200, 0.041], [-1.055, 1.997, -1.775], [-0.006, 0.075, 0.076], [0.432, 0.316, -0.293], [-0.006, 0.173, 0.012], [-0.499, -0.500, 0.295], [-0.132, -0.056, -0.138], [0.102, 0.135, -0.325], [0.367, -0.295, 0.421], [-0.135, 0.580, -0.287], [-0.515, -0.475, 0.712], [1.077, 2.277, -1.563], [-0.171, 0.060, -0.048], [-0.668, -3.445, 0.192], [-0.003, -0.073, 0.056]],
  "multiplicity": 1,
  "total_charge": 1,
  "max_force_ev_per_a": 4.20,
  "gap_ev": 5.507,
  "molar_mass_g_mol": 737.7
}

Record 2
{
  "formula": "C30H62N2O2PS",
  "method": "ωB97M-V/def2-TZVPD",
  "species": ["H", "H", "C", "H", "C", "H", "H", "H", "N", "H", "H", "C", "H", "O", "H", "C", "H", "H", "H", "C", "C", "C", "C", "H", "H", "H", "H", "C", "H", "H", "H", "H", "C", "C", "C", "H", "H", "H", "H", "H", "H", "C", "H", "C", "H", "S", "C", "H", "H", "H", "H", "C", "H", "C", "C", "H", "C", "C", "H", "C", "H", "H", "C", "H", "H", "C", "H", "H", "H", "C", "H", "H", "H", "C", "N", "H", "H", "P", "C", "H", "H", "H", "H", "H", "C", "H", "C", "H", "H", "H", "C", "H", "H", "O", "H", "H", "C", "H"],
  "xyz": [[0.1232, -3.7155, -7.7788], [-1.1299, 0.9294, 4.0756], [-2.4161, 0.4313, 2.3868], [-0.2371, 2.1023, -3.8594], [4.4397, -3.5575, 2.1936], [-2.2891, 1.3947, -3.1939], [1.6062, 7.5700, 7.2668], [4.7336, -3.3097, 0.0795], [2.5372, -3.9927, -4.2146], [-2.1535, -2.4403, -7.4904], [-6.0741, 2.7223, 3.4436], [4.0421, -2.9530, 0.8481], [-0.0155, -1.4315, -2.2747], [-2.8595, 0.3188, -6.2908], [-0.3298, 1.0167, 2.5025], [2.2472, -4.7256, 0.3171], [1.9365, -0.5709, -7.3479], [1.8705, -2.2128, -6.7142], [3.9583, -3.4641, 4.3037], [-1.4739, 0.5441, -6.1296], [-3.2703, 2.6592, 3.3599], [-0.1826, -2.8055, -8.2812], [-1.0628, 0.4614, 3.0925], [-3.6740, 3.6259, 3.0420], [2.1325, 6.1363, 9.2069], [0.6661, 3.9758, 6.3977], [-0.7222, -3.1215, -9.1709], [3.0733, -5.4793, -0.7230], [2.9494, -5.0253, -1.7068], [-5.6127, 1.0885, 2.9522], [4.3660, -4.6479, 2.1562], [2.3531, -5.2082, 1.2908], [-0.2825, 4.2076, 5.9065], [1.1238, 6.1421, 8.7923], [-0.2456, -1.5351, -3.3236], [-1.3224, 1.4703, -5.5833], [5.4933, -3.3316, 2.3732], [-0.1540, 7.0671, 5.6895], [-2.3295, 2.8810, 3.8696], [-6.2913, 1.3666, 4.5509], [0.4507, 3.6688, 3.9417], [-0.8282, -1.7902, -6.0159], [2.5574, -3.2730, 3.2589], [-2.9849, 1.8217, 2.1134], [-1.2857, -1.0235, -7.9931], [-0.2751, 1.0501, -1.2939], [-5.6316, 1.7866, 3.7909], [0.6126, 5.3842, 4.3016], [1.7839, 5.9087, 6.7547], [-1.2257, 4.9977, 7.6657], [-0.6794, -0.5500, 3.2377], [0.3965, -3.9553, -3.1737], [0.7011, -3.6872, -2.1674], [-0.2459, 6.6588, 6.7000], [2.0029, -1.6218, -7.6168], [1.5493, -2.5719, -9.4912], [1.5247, -4.6668, -3.8854], [1.0162, -1.9938, -8.7441], [-3.9014, 1.7203, 1.5243], [-1.0039, 5.3312, 6.6483], [-0.8501, 7.3795, 7.2595], [2.7534, -6.5213, -0.7845], [-1.1738, -1.9635, -7.4663], [4.1358, -5.4762, -0.4798], [3.0167, -1.7776, -7.9645], [-4.2355, 2.0250, 4.3596], [1.4397, -5.7351, -4.0679], [-1.9741, 5.5048, 6.1713], [0.7175, 5.1359, 8.9061], [2.6042, -3.2426, 0.4163], [4.1771, -1.8682, 0.8924], [-2.3021, -0.0889, 1.4306], [3.7073, -1.9443, 3.4454], [-0.0842, -2.7746, -3.9376], [-0.9712, -0.5969, -5.3806], [-3.8268, 1.0824, 4.7342], [-3.1226, -0.1616, 2.9738], [-0.9134, 1.1251, -3.1123], [-0.3904, -2.8767, -5.2788], [-0.9801, 0.6484, -7.0849], [-2.2804, 2.3726, 1.4809], [-3.3221, 0.3256, -8.1238], [2.4372, -2.7689, -0.5599], [1.1868, -4.8088, 0.0540], [3.6158, -3.0291, 3.3646], [0.6739, -1.0849, -9.2334], [-0.6930, -0.4672, -4.0526], [-0.9752, 4.7113, 3.9160], [3.2475, -4.5757, -4.6546], [-0.8913, 3.3010, 5.9794], [-0.0336, 4.5153, 4.4328], [1.9102, -2.7570, 1.1081], [-0.4350, -4.6549, -3.0766], [-3.2865, 1.0184, -7.4473], [0.5181, 6.8222, 9.3942], [-4.3170, 2.6861, 5.2261], [1.1433, 6.5821, 7.3310], [-0.2835, -3.8399, -5.7409]],
  "forces_ev_per_a": [[0.084, -0.121, 0.189], [0.018, 0.021, -0.004], [0.136, 0.022, -0.030], [-0.288, -0.107, -0.383], [-0.031, 0.095, 0.059], [0.038, 0.028, -0.576], [0.020, -0.010, -0.026], [-0.013, 0.007, -0.008], [0.070, 0.060, -0.229], [-0.169, -0.054, 0.078], [-0.002, -0.004, -0.031], [0.046, -0.036, -0.048], [-0.020, 0.312, 0.105], [0.006, -0.498, -0.066], [0.004, 0.037, 0.023], [0.027, 0.041, -0.143], [-0.081, 0.148, 0.149], [0.015, -0.142, 0.069], [-0.015, 0.024, 0.016], [-0.536, 0.520, -0.027], [0.049, -0.005, 0.055], [-0.252, 0.459, -0.480], [-0.075, -0.100, -0.010], [-0.005, 0.004, 0.013], [-0.014, 0.001, 0.031], [-0.007, 0.006, 0.026], [-0.130, -0.142, -0.071], [-0.141, -0.072, 0.158], [0.121, 0.015, -0.003], [-0.010, 0.010, -0.013], [0.011, -0.004, -0.026], [-0.014, 0.028, 0.022], [-0.080, 0.011, -0.089], [0.080, -0.016, -0.083], [-0.012, 0.004, -0.177], [0.191, -0.037, 0.176], [0.010, -0.032, -0.010], [-0.013, -0.007, 0.000], [0.002, -0.007, -0.004], [-0.027, 0.010, -0.020], [-0.020, 0.017, -0.047], [0.095, -0.221, 0.011], [-0.009, 0.015, 0.008], [-0.083, 0.003, -0.059], [-0.044, 0.185, 0.052], [-0.080, -0.168, -0.217], [0.061, -0.057, 0.080], [-0.007, 0.010, 0.006], [-0.008, 0.004, -0.024], [-0.002, 0.012, 0.000], [0.031, 0.015, 0.012], [-0.301, -0.690, -0.163], [0.132, 0.094, 0.144], [0.008, 0.003, -0.060], [-0.095, 0.083, -0.351], [0.016, -0.078, -0.178], [0.350, 0.257, 0.076], [0.436, -0.152, 0.588], [-0.001, 0.010, 0.007], [0.001, -0.006, 0.056], [0.012, 0.008, 0.010], [0.036, -0.001, -0.035], [0.002, -0.303, 0.034], [0.005, 0.018, -0.012], [0.238, 0.006, 0.068], [-0.090, 0.056, -0.050], [-0.109, -0.177, 0.110], [-0.002, -0.018, -0.010], [-0.014, 0.004, 0.014], [-0.071, 0.018, 0.041], [0.006, 0.003, 0.012], [-0.026, -0.015, 0.004], [-0.031, 0.011, -0.006], [0.019, 0.272, -0.025], [0.241, -0.220, -0.012], [0.026, 0.007, 0.004], [-0.025, 0.023, -0.004], [0.433, 0.104, 1.337], [-0.125, 0.159, 0.150], [0.150, -0.114, -0.187], [0.012, -0.015, -0.007], [-0.121, -0.120, 0.042], [0.011, -0.007, -0.017], [-0.014, -0.036, 0.061], [0.049, -0.093, -0.026], [-0.094, 0.062, -0.198], [-0.058, 0.303, 0.280], [0.016, 0.057, -0.025], [0.025, 0.022, -0.020], [0.024, -0.015, 0.021], [0.076, -0.085, 0.064], [0.010, 0.008, 0.001], [-0.167, -0.006, 0.108], [0.142, 0.360, -0.047], [-0.026, -0.020, 0.010], [0.027, -0.021, 0.020], [-0.040, 0.041, 0.098], [-0.017, -0.081, -0.358]],
  "multiplicity": 1,
  "total_charge": 1,
  "max_force_ev_per_a": 1.41,
  "gap_ev": 7.597,
  "molar_mass_g_mol": 545.9,
  "e_above_lowest_kcal_mol": 4.2
}

Question: Which formula does entry 1 have?
Answer: C30H62BrF2N5O6P